No. 1
# C6H11BINO4

A single C6H11BINO4 molecule (ωB97M-V with the def2-TZVPD basis set, OMol25).

Properties
Total charge: 0
E_LUMO in Eh: -0.0136
Frontier orbital gap in eV: 8.6983
2S+1: 1
Largest force on an atom in Eh/bohr: 0.1725
SMILES string: CNC[C@H]1C[C@](I)(B(O)O)C(=O)O1
HOMO energy in eV: -9.07

The geometry in XYZ format:
```
24
Properties=species:S:1:pos:R:3:lowdin_charge:R:1
C 2.894 -0.971 0.911 -0.176
N 2.677 -0.291 -0.423 -0.187
C 2.108 1.104 -0.290 -0.189
C 0.539 1.176 0.178 -0.275
C -0.656 0.943 -0.946 -0.158
C -1.435 -0.344 -0.278 -0.561
I -0.315 -2.051 -1.066 1.019
B -3.014 -0.628 -0.638 -0.510
O -4.121 0.280 -0.275 0.045
O -3.378 -1.891 -1.371 -0.067
C -1.280 0.095 1.294 -0.222
O -2.302 0.021 2.151 0.025
O 0.110 0.566 1.446 -0.056
H 3.124 -0.193 1.775 0.094
H 1.867 -1.514 1.178 0.055
H 3.750 -1.780 0.871 0.096
H 3.658 -0.159 -0.812 0.109
H 2.760 1.820 0.408 0.131
H 2.179 1.603 -1.372 0.142
H 0.410 2.339 0.416 0.156
H -1.274 1.957 -0.864 0.145
H -0.317 0.777 -2.078 0.130
H -4.624 -0.221 0.460 0.139
H -3.360 -2.638 -0.673 0.114
```

No. 2
# C6H11Br2O2P

A single C6H11Br2O2P molecule (ωB97M-V with the def2-TZVPD basis set, OMol25).

Properties
Total charge: 0
E_LUMO in Eh: 0.0224
Frontier orbital gap in eV: 9.5684
2S+1: 1
Largest force on an atom in Eh/bohr: 0.0417
SMILES string: C/C(Br)=C(/Br)[PH3]CCOC=O
HOMO energy in eV: -8.96

The geometry in XYZ format:
```
22
Properties=species:S:1:pos:R:3:lowdin_charge:R:1
C 2.704 -1.280 0.628 -0.167
C 2.989 -0.168 -0.322 -0.868
Br 4.742 -0.227 -1.084 0.687
C 2.126 0.790 -0.603 -0.916
Br 2.570 2.204 -1.799 0.632
P 0.355 0.804 0.185 0.809
C -1.372 0.854 0.972 -0.369
C -2.493 0.781 -0.030 -0.268
O -2.240 -0.202 -1.037 -0.057
C -2.901 -1.363 -0.903 -0.339
O -2.544 -2.373 -1.468 0.076
H 1.756 -1.747 0.428 0.060
H 2.725 -0.921 1.649 0.080
H 3.472 -2.026 0.548 0.049
H 0.119 -0.463 -0.377 0.036
H 0.083 2.003 -0.526 0.001
H 0.949 0.830 1.465 0.033
H -1.505 1.788 1.505 0.078
H -1.433 0.061 1.712 0.076
H -2.556 1.735 -0.534 0.116
H -3.453 0.635 0.442 0.110
H -3.822 -1.344 -0.315 0.143
```

No. 3
# C6H11BrNO2

A 2-piece molecular cluster, C6H11BrNO2 overall (ωB97M-V with the def2-TZVPD basis set, OMol25).

Properties
Total charge: -1
E_LUMO in Eh: 0.1101
Frontier orbital gap in eV: 7.1739
Energy relative to the best compared isomer or geometry (same formula, charge and spin) in kcal per mole: 30.8
2S+1: 1
Largest force on an atom in Eh/bohr: 0.0662
HOMO energy in eV: -4.18

The geometry in XYZ format:
```
21
Properties=species:S:1:pos:R:3:lowdin_charge:R:1
C -2.150 -1.259 -0.161 -0.813
C 1.300 1.813 1.215 -0.090
C 0.232 1.307 -0.983 -0.140
C 0.900 -1.707 0.662 -0.014
C 0.649 0.714 0.358 -0.495
C 1.373 -0.608 0.150 -0.696
N -1.859 -1.990 -1.200 0.016
O -2.094 -1.362 1.075 -0.095
O -2.487 0.060 -0.621 -0.059
Br 3.034 -0.422 -0.842 0.625
H 0.588 2.072 2.042 0.074
H 2.274 1.517 1.752 0.089
H 1.333 2.742 0.572 0.072
H 0.919 2.037 -1.508 0.067
H 0.186 0.484 -1.880 0.126
H -0.747 1.748 -0.794 0.059
H -0.026 -1.582 1.166 0.038
H -2.715 -0.255 -1.485 0.033
H 1.280 -2.669 0.491 0.051
H -0.250 0.379 0.883 0.108
H -1.737 -3.019 -0.891 0.042
```

No. 4
# C6H11Cl13

A 6-piece molecular cluster, C6H11Cl13 overall (ωB97M-V with the def2-TZVPD basis set, OMol25).

Properties
Total charge: -1
E_LUMO (alpha / beta) in Eh: 0.0952 / 0.0930
Frontier orbital gap (alpha / beta) in eV: 2.5503 / 9.2597
Energy relative to the best compared isomer or geometry (same formula, charge and spin) in kcal per mole: 0.0
2S+1: 2
Largest force on an atom in Eh/bohr: 0.0516
HOMO energy (alpha / beta) in eV: 0.04 / -6.73

The geometry in XYZ format:
```
30
Properties=species:S:1:pos:R:3:lowdin_charge:R:1
C 0.242 0.729 1.403 -1.582
Cl -1.145 1.799 0.995 0.259
Cl 1.772 1.594 1.257 0.349
Cl 0.303 -0.677 0.331 0.389
H 0.089 0.463 2.449 -0.053
C 3.323 3.783 -1.511 -1.024
Cl 2.350 2.821 -2.583 0.504
Cl 3.079 5.526 -1.905 0.446
H 2.939 3.544 -0.519 -0.023
H 4.368 3.490 -1.617 0.027
C -2.016 -2.222 3.404 -0.933
Cl -0.206 -2.240 3.445 0.460
Cl -2.549 -0.517 3.392 0.492
H -2.248 -2.665 2.435 0.008
H -2.436 -2.720 4.278 0.024
C -0.480 0.470 -3.204 -0.929
Cl -1.716 1.500 -2.426 0.458
Cl -1.405 -1.047 -3.778 0.378
H 0.020 0.843 -4.098 0.018
H 0.254 0.178 -2.453 -0.020
C 3.359 -2.691 0.073 -0.959
Cl 4.136 -2.302 1.683 0.427
Cl 2.185 -4.038 0.297 0.444
H 2.823 -1.822 -0.308 -0.019
H 4.149 -2.952 -0.631 0.020
C -4.163 -0.054 -0.071 -1.043
Cl -5.858 -0.187 0.420 0.468
Cl -3.416 -1.623 -0.488 0.467
H -4.175 0.568 -0.966 -0.005
H -3.577 0.447 0.700 -0.046
```

No. 5
# C6H11Cl2N5OP

An isolated ion of composition C6H11Cl2N5OP and charge +1 (ωB97M-V with the def2-TZVPD basis set, OMol25).

Properties
Total charge: +1
E_LUMO in Eh: -0.1357
Frontier orbital gap in eV: 9.4272
2S+1: 1
Largest force on an atom in Eh/bohr: 0.0335
HOMO energy in eV: -13.12

The geometry in XYZ format:
```
26
Properties=species:S:1:pos:R:3:lowdin_charge:R:1
C -1.920 -2.964 0.181 -0.028
C -1.987 -1.467 0.522 -0.430
N -2.103 -1.116 1.721 0.169
C -1.885 -0.485 -0.666 -0.080
N -0.965 0.631 -0.446 -0.080
C -1.394 2.025 -0.722 0.003
C 0.279 0.485 -0.048 -0.325
N 1.152 1.540 0.123 0.179
C 2.282 0.945 0.487 -0.474
P 3.833 1.970 0.836 0.605
O 3.753 3.088 -0.364 -0.329
Cl 5.484 0.808 0.369 0.208
N 2.167 -0.377 0.590 -0.507
Cl 3.236 -1.585 1.040 0.820
N 0.881 -0.662 0.241 0.154
H -2.482 -3.557 0.908 0.092
H -0.865 -3.284 0.120 0.075
H -2.356 -3.076 -0.825 0.083
H -2.133 -0.088 1.764 0.073
H -2.887 -0.058 -0.819 0.140
H -1.627 -1.004 -1.603 0.135
H -2.442 2.067 -1.026 0.099
H -0.795 2.379 -1.578 0.101
H -1.152 2.695 0.111 0.099
H 3.366 2.710 -1.173 0.065
H 0.560 -1.622 0.256 0.153
```

No. 6
# C6H11ClDyN3Re

C6H11ClDyN3Re as an isolated structure (ωB97M-V with the def2-TZVPD basis set, OMol25).

Properties
Total charge: 0
E_LUMO (alpha / beta) in Eh: -0.0376 / -0.0565
Frontier orbital gap (alpha / beta) in eV: 6.7625 / 6.2245
2S+1: 9
Largest force on an atom in Eh/bohr: 0.0493
HOMO energy (alpha / beta) in eV: -7.79 / -7.76

The geometry in XYZ format:
```
23
Properties=species:S:1:pos:R:3:lowdin_charge:R:1
Dy 0.362 -0.654 0.496 1.246
Cl -1.090 -0.721 -1.645 -0.034
C 2.264 -1.230 -0.591 -0.367
H 2.940 -1.588 0.206 -0.013
H 2.739 -0.368 -1.077 -0.017
H 2.146 -2.032 -1.329 -0.011
Re -0.994 1.612 -0.853 0.835
C -2.484 2.526 0.149 -0.299
C -0.433 2.808 -2.380 -0.286
C 0.400 1.970 0.366 -0.472
H 0.537 3.296 -2.203 0.015
H -0.348 2.194 -3.297 0.007
H -1.202 3.576 -2.568 0.016
H -2.205 2.901 1.146 0.013
H -2.914 3.341 -0.453 0.011
H -3.272 1.762 0.281 0.011
H 1.490 1.933 0.194 -0.015
H 0.285 2.106 1.459 -0.021
N -0.017 -2.549 1.595 -0.115
C 0.014 -3.692 1.929 -0.331
N -0.083 -4.920 2.159 0.097
C 0.646 -5.731 2.893 -0.369
N 1.220 -6.541 3.523 0.100
```

No. 7
# C6H11ClF2O2

A 2-piece molecular cluster, C6H11ClF2O2 overall (ωB97M-V with the def2-TZVPD basis set, OMol25).

Properties
Total charge: 0
E_LUMO in Eh: 0.0253
Frontier orbital gap in eV: 10.7841
2S+1: 1
Largest force on an atom in Eh/bohr: 0.0183
SMILES string: COC[C@H](F)Cl.OC/C=C\F
HOMO energy in eV: -10.10

The geometry in XYZ format:
```
22
Properties=species:S:1:pos:R:3:lowdin_charge:R:1
C -1.053 -2.259 -0.494 -0.087
C -0.245 -0.297 -1.533 -0.268
C -1.548 0.462 -1.748 -0.685
C 2.079 0.706 1.071 -0.241
C 0.649 0.757 1.533 -0.073
C 0.253 1.261 2.690 -0.130
H -0.695 -1.867 0.469 0.090
H -2.131 -2.074 -0.571 0.086
H -0.866 -3.334 -0.537 0.096
H 0.157 0.053 -0.568 0.062
H 0.453 -0.008 -2.325 0.141
H -1.351 1.522 -1.929 0.115
H 1.794 0.866 -0.843 0.048
H 2.417 -0.342 1.020 0.127
H 2.718 1.220 1.793 0.121
H -0.122 0.359 0.876 0.063
H -0.773 1.312 3.043 0.118
O -0.340 -1.685 -1.573 -0.176
O 2.278 1.360 -0.170 -0.056
F -2.346 0.364 -0.638 -0.043
F 1.120 1.773 3.584 0.015
Cl -2.448 -0.150 -3.151 0.677
```

No. 8
# C6H11ClF3NO

A single C6H11ClF3NO molecule (ωB97M-V with the def2-TZVPD basis set, OMol25).

Properties
Total charge: 0
E_LUMO in Eh: 0.0319
Frontier orbital gap in eV: 10.3973
Energy relative to the best compared isomer or geometry (same formula, charge and spin) in kcal per mole: 10.6
2S+1: 1
Largest force on an atom in Eh/bohr: 0.0454
SMILES string: CCCOC[C@@H](NCl)C(F)(F)F
HOMO energy in eV: -9.53

The geometry in XYZ format:
```
23
Properties=species:S:1:pos:R:3:lowdin_charge:R:1
C 3.171 -0.263 0.949 -0.093
C 2.480 0.759 0.038 -0.225
C 1.375 0.158 -0.778 -0.222
O 0.143 0.127 -0.049 -0.142
C -0.969 0.194 -0.918 -0.180
C -2.204 -0.310 -0.215 -0.313
N -1.995 -1.535 0.528 -0.405
Cl -2.235 -2.923 -0.461 0.609
C -2.866 0.762 0.651 -0.704
F -3.652 0.250 1.550 0.184
F -3.632 1.513 -0.120 0.161
F -2.019 1.537 1.252 0.201
H 3.587 0.223 1.816 0.067
H 2.474 -1.043 1.219 0.068
H 3.969 -0.741 0.405 0.067
H 2.175 1.637 0.588 0.111
H 3.230 1.085 -0.669 0.104
H 1.231 0.747 -1.676 0.118
H 1.643 -0.862 -1.037 0.130
H -1.107 1.224 -1.245 0.140
H -0.805 -0.444 -1.780 0.124
H -2.930 -0.521 -0.978 0.129
H -1.065 -1.571 0.931 0.073
```

No. 9
# C6H11ClN

An isolated ion of composition C6H11ClN and charge +1 (ωB97M-V with the def2-TZVPD basis set, OMol25).

Properties
Total charge: +1
E_LUMO in Eh: -0.1847
Frontier orbital gap in eV: 8.3584
Energy relative to the best compared isomer or geometry (same formula, charge and spin) in kcal per mole: 38.8
2S+1: 1
Largest force on an atom in Eh/bohr: 0.1207
SMILES string: C=CCC/[N+](C)=C/Cl
HOMO energy in eV: -13.38

The geometry in XYZ format:
```
19
Properties=species:S:1:pos:R:3:lowdin_charge:R:1
C -2.319 0.032 -0.791 -0.415
C 1.160 0.269 -0.417 -0.212
C -0.161 1.032 -0.648 -0.171
C 1.065 -1.182 -0.684 -0.190
C 1.616 -2.094 0.149 0.063
C -1.461 0.645 1.271 -0.076
N -1.376 0.581 -0.110 -0.193
Cl -3.764 -0.467 -0.069 0.854
H 2.069 0.687 -0.942 0.149
H 1.616 0.247 0.676 0.145
H -0.009 2.117 -0.440 0.157
H -0.178 1.166 -1.801 0.171
H 0.692 -1.300 -1.701 0.106
H 1.955 -1.846 1.071 0.026
H 1.593 -3.155 0.114 0.061
H -2.311 -0.115 -1.902 0.146
H -1.982 1.546 1.746 0.149
H -0.461 0.675 1.706 0.107
H -2.113 -0.134 1.847 0.123
```

No. 10
# C6H11F

A single C6H11F molecule (ωB97M-V with the def2-TZVPD basis set, OMol25).

Properties
Total charge: 0
E_LUMO in Eh: 0.0399
Frontier orbital gap in eV: 10.1938
Energy relative to the best compared isomer or geometry (same formula, charge and spin) in kcal per mole: 15.3
2S+1: 1
Largest force on an atom in Eh/bohr: 0.0414
SMILES string: CC/C=C(/C)CF
HOMO energy in eV: -9.11

The geometry in XYZ format:
```
18
Properties=species:S:1:pos:R:3:lowdin_charge:R:1
C 1.367 -2.180 -0.818 -0.093
C 1.188 -1.059 0.237 -0.241
C -0.241 -0.599 0.333 -0.083
C -0.671 0.697 0.239 -0.269
C -2.076 1.124 0.586 -0.082
C 0.184 1.867 -0.229 -0.183
H 2.401 -2.497 -0.696 0.066
H 0.777 -3.007 -0.592 0.039
H 1.155 -1.940 -1.871 0.084
H 1.781 -0.128 0.006 0.099
H 1.392 -1.388 1.251 0.107
H -0.953 -1.383 0.598 0.114
H -2.107 1.231 1.705 0.091
H -2.395 2.128 0.253 0.074
H -2.876 0.434 0.224 0.088
H 0.215 2.688 0.575 0.141
H 1.247 1.615 -0.417 0.101
F -0.388 2.396 -1.385 -0.055
```

No. 11
# C6H11FN2

A 2-piece molecular cluster, C6H11FN2 overall (ωB97M-V with the def2-TZVPD basis set, OMol25).

Properties
Total charge: 0
E_LUMO (alpha / beta) in Eh: 0.0047 / 0.0047
Frontier orbital gap (alpha / beta) in eV: 8.0390 / 8.0380
Energy relative to the best compared isomer or geometry (same formula, charge and spin) in kcal per mole: 101.2
2S+1: 1
Largest force on an atom in Eh/bohr: 0.1091
HOMO energy (alpha / beta) in eV: -7.91 / -7.91

The geometry in XYZ format:
```
20
Properties=species:S:1:pos:R:3:lowdin_charge:R:1
C 1.243 0.435 0.082 -0.497
C -1.362 -0.369 -0.001 -0.192
C 1.916 0.140 1.396 -0.044
C 1.207 -2.068 -0.499 -0.115
C -3.128 1.376 -0.299 -0.106
C 0.875 -0.621 -0.832 -0.102
N 1.170 1.720 -0.206 0.091
N -1.910 0.644 -0.448 0.024
F -1.413 -1.252 0.928 0.140
H 2.573 0.998 1.546 0.085
H 1.172 0.372 2.114 0.072
H 2.411 -0.766 1.381 0.039
H 1.047 -2.264 0.627 0.104
H 0.490 -2.623 -1.041 0.046
H 2.155 -2.391 -0.937 0.080
H -3.386 1.688 0.747 0.096
H -3.906 1.061 -0.891 0.043
H -2.708 2.357 -0.764 0.108
H 0.948 -0.280 -1.853 0.105
H 0.607 1.841 -1.053 0.026
```

No. 12
# C6H11FN2

A 2-piece molecular cluster, C6H11FN2 overall (ωB97M-V with the def2-TZVPD basis set, OMol25).

Properties
Total charge: 0
E_LUMO (alpha / beta) in Eh: -0.0220 / -0.0899
Frontier orbital gap (alpha / beta) in eV: 10.1346 / 4.8123
Energy relative to the best compared isomer or geometry (same formula, charge and spin) in kcal per mole: 174.4
2S+1: 1
Largest force on an atom in Eh/bohr: 0.1198
HOMO energy (alpha / beta) in eV: -10.73 / -7.26

The geometry in XYZ format:
```
20
Properties=species:S:1:pos:R:3:lowdin_charge:R:1
C 3.165 0.572 0.604 -0.154
C -0.681 -1.463 -0.495 -0.081
C 0.243 0.878 -0.867 -0.047
C -2.385 0.408 -0.344 -0.042
C -0.368 0.216 1.196 0.003
C -0.929 -0.012 -0.104 -0.631
N 4.186 -0.377 0.776 0.089
N 3.144 -0.913 0.342 0.154
F 2.374 0.913 1.763 -0.048
H -0.555 -2.146 0.392 0.090
H 0.306 -1.623 -0.939 0.069
H -1.420 -1.948 -1.124 0.071
H 1.154 0.635 -0.409 -0.021
H 0.088 0.747 -2.044 0.120
H -0.058 1.969 -0.809 0.087
H -2.349 1.426 -0.249 0.036
H -3.097 -0.006 0.400 0.098
H -2.689 0.122 -1.360 0.085
H -0.535 1.085 1.818 0.075
H 0.405 -0.484 1.453 0.046
```